# 1
Here is C18H23NO6 in the gas phase from the OMol25 dataset. Energies are from ωB97M-V with the def2-TZVPD basis set.

Geometry as XYZ:
```
48
Properties=species:S:1:pos:R:3:forces:R:3:mulliken_charge:R:1
C 3.607 -0.138 -0.657 -0.3 -0.1 -0.2 -1.049
C 2.582 -0.900 -1.490 0.3 0.0 0.0 -0.291
H 2.717 -0.672 -2.557 0.0 -0.1 0.1 0.326
H 2.702 -1.976 -1.338 0.1 0.1 -0.1 0.352
O 1.237 -0.644 -1.120 -0.1 0.3 0.1 -0.288
C 0.664 0.516 -1.634 -0.5 -0.5 -0.6 -0.689
C -0.849 0.449 -1.381 0.3 0.3 0.0 0.066
C -1.554 1.610 -2.092 -0.1 -0.3 0.1 -1.231
C -3.049 1.359 -2.285 0.1 0.4 -0.2 -0.177
C -3.767 2.572 -2.888 -0.2 -0.3 0.5 -0.778
O -3.380 2.854 -4.209 0.3 0.1 -0.4 -0.525
H -2.446 3.091 -4.216 -0.1 0.0 0.0 0.337
H -4.841 2.375 -2.940 0.1 0.1 0.1 0.365
H -3.607 3.450 -2.244 -0.1 -0.1 0.0 0.346
H -3.522 1.133 -1.329 -0.1 -0.1 0.1 0.297
H -3.192 0.503 -2.947 -0.1 -0.1 0.0 0.267
H -1.402 2.528 -1.518 0.0 0.1 0.0 0.226
H -1.086 1.748 -3.070 0.0 0.1 0.0 0.558
H -1.196 -0.503 -1.793 0.0 0.0 0.0 0.818
C -1.101 0.474 0.140 0.1 -0.1 -0.2 0.474
C -0.234 1.522 0.769 0.0 0.0 -0.2 -1.306
C 0.822 2.047 0.146 -0.2 -0.1 -0.1 0.777
O 1.237 1.689 -1.101 0.1 0.4 0.3 -0.412
C 1.646 3.172 0.707 0.0 -0.1 0.2 -0.068
O 2.082 4.075 0.033 0.1 0.1 -0.3 -0.624
N 1.847 3.097 2.046 0.1 0.0 0.4 -0.288
H 1.549 2.311 2.594 0.0 0.0 -0.1 0.199
H 2.394 3.819 2.487 -0.1 0.0 -0.1 0.240
H -0.516 1.869 1.750 0.1 0.2 0.1 0.595
C -0.906 -0.896 0.760 -0.2 -0.1 0.2 -0.475
C -1.857 -1.878 0.525 0.1 0.2 0.0 -0.476
C -1.736 -3.167 1.038 0.2 -0.3 0.2 -1.272
C -0.624 -3.432 1.799 0.3 0.5 0.0 0.991
C 0.333 -2.448 2.046 -0.5 -0.3 -0.2 0.608
C 0.213 -1.178 1.544 0.0 -0.3 0.3 -0.780
H 0.969 -0.435 1.732 0.1 0.1 0.0 0.465
O 1.329 -2.970 2.833 0.0 0.5 -0.2 -0.530
C 0.974 -4.317 3.059 0.7 -0.8 0.7 -0.296
O -0.253 -4.596 2.422 -0.4 0.1 -0.3 -0.494
H 0.876 -4.495 4.142 0.0 0.1 -0.3 0.248
H 1.758 -4.978 2.655 -0.2 0.2 0.0 0.260
H -2.477 -3.924 0.849 -0.1 -0.1 0.0 0.427
H -2.723 -1.642 -0.076 -0.1 0.1 -0.1 0.492
H -2.148 0.755 0.303 0.1 0.0 0.0 0.780
H 0.877 0.593 -2.716 0.0 0.0 0.3 0.617
H 4.608 -0.457 -0.938 0.1 0.0 0.0 0.432
H 3.454 -0.349 0.399 0.0 0.0 0.1 0.233
H 3.519 0.933 -0.822 0.1 0.0 0.0 0.251
```
Forces are in eV/Å.

Output
Largest force on an atom, eV/Å: 1.3
Relative energy (zero: lowest compared OMol25 entry of this formula, charge and spin), eV: 1.2635
SMILES: CCO[C@@H]1OC(C(N)=O)=C[C@H](c2ccc3c(c2)OCO3)[C@H]1CCCO
HOMO energy, eV: -8.05
E_tot, eV: -32813.560


# 2
Here is a molecular structure, C18H23OS2SiV from the OMol25 dataset. Energies are from ωB97M-V with the def2-TZVPD basis set.

Geometry as XYZ:
```
46
Properties=species:S:1:pos:R:3:forces:R:3:lowdin_spin:R:1
V -0.295 0.496 -1.001 -0.2 -0.1 -0.5 2.072
C 3.619 2.762 -0.407 0.0 0.0 0.0 0.000
C 2.170 2.337 -0.439 0.0 0.0 0.0 0.012
S 1.881 0.593 -0.451 0.5 0.0 0.1 -0.017
C 1.147 3.208 -0.430 0.0 0.0 0.0 0.019
C 1.323 4.700 -0.376 0.0 0.0 0.0 0.002
S -0.527 2.641 -0.437 0.0 0.3 0.0 -0.034
H 4.272 1.897 -0.312 0.0 0.0 0.0 0.000
H 3.821 3.423 0.438 0.0 0.0 0.0 0.000
H 3.903 3.293 -1.319 0.0 0.0 0.0 0.000
H 2.355 4.977 -0.169 0.0 0.0 0.0 0.000
H 0.690 5.133 0.400 0.0 0.0 0.0 0.000
H 1.031 5.167 -1.320 0.0 0.0 0.0 0.001
C 0.851 1.611 -4.074 0.1 0.1 -0.1 0.001
C -0.457 0.868 -4.039 -0.1 -0.2 0.2 0.004
O -0.461 -0.164 -2.987 0.1 0.2 0.1 0.012
H 0.826 2.331 -4.894 0.0 0.0 0.0 0.000
H 1.687 0.931 -4.247 0.0 0.0 0.0 0.000
H 1.034 2.150 -3.142 0.0 0.0 0.0 0.001
H -0.684 0.358 -4.973 0.0 0.0 -0.1 0.000
H -1.293 1.513 -3.781 0.0 0.0 0.0 0.001
H 0.259 -0.783 -3.167 0.0 -0.1 -0.1 0.002
C -0.089 -0.795 5.221 0.0 0.0 0.0 0.000
C 0.534 0.093 4.357 0.0 0.0 -0.1 0.000
C 0.102 0.203 3.038 0.0 0.0 0.0 0.000
C -0.958 -0.569 2.566 0.0 0.0 0.1 -0.009
C -1.575 -1.459 3.453 0.1 0.0 0.0 -0.003
C -1.146 -1.575 4.767 0.0 0.0 0.0 0.000
Si -1.604 -0.472 0.809 -0.3 -0.2 0.3 -0.037
C -1.649 -2.239 0.135 0.0 -0.1 -0.1 -0.009
C -0.453 -2.970 0.079 0.0 0.0 0.0 -0.004
C -0.405 -4.239 -0.484 0.0 0.0 0.0 0.001
C -1.558 -4.806 -1.010 0.0 0.0 0.0 -0.004
C -2.754 -4.101 -0.968 0.0 0.1 0.0 0.000
C -2.796 -2.831 -0.406 0.1 0.0 0.0 -0.004
H 0.248 -0.882 6.246 0.0 0.0 0.0 0.000
H 1.360 0.701 4.705 0.0 0.0 0.0 0.000
H 0.603 0.895 2.369 0.0 0.0 0.0 0.000
H -2.398 -2.079 3.112 0.0 0.0 0.0 0.000
H -1.635 -2.272 5.437 0.0 0.0 0.0 0.000
H -3.037 -0.068 0.887 -0.1 0.0 0.0 -0.006
H 0.453 -2.550 0.508 0.0 0.0 0.0 0.001
H 0.529 -4.788 -0.505 0.0 0.0 0.0 0.000
H -1.527 -5.798 -1.444 0.0 0.0 0.0 0.000
H -3.658 -4.545 -1.368 0.0 0.0 0.0 0.000
H -3.738 -2.293 -0.379 0.0 0.0 0.0 0.000
```
Forces are in eV/Å.

Output
Largest force on an atom, eV/Å: 0.6
HOMO energy (alpha / beta), eV: -7.59 / -7.50
Expectation value of S²: 2.068
E_tot, eV: -76322.287
Multiplicity: 3


# 3
Here is a molecular structure, C18H24AlCl8F7KLi2N4O8S4 from the OMol25 dataset. Energies are from ωB97M-V with the def2-TZVPD basis set.

Geometry as XYZ:
```
77
Properties=species:S:1:pos:R:3:forces:R:3:mulliken_charge:R:1
O 0.362 4.548 -1.938 0.5 -0.7 -0.7 -0.633
S -0.715 3.764 -1.440 1.6 3.6 1.6 1.436
O -1.576 4.661 -0.598 -1.2 -2.7 -1.4 -0.775
C -0.039 2.405 -0.420 -0.8 -1.1 0.5 -0.683
C -0.443 1.004 -0.876 -0.1 0.4 0.1 -0.014
C 0.149 0.324 -1.900 -0.2 -0.2 -0.3 -0.311
C 1.304 0.902 -2.704 0.6 -1.1 0.5 0.891
F 2.471 0.612 -2.032 -0.4 0.1 -0.2 -0.319
F 1.272 2.241 -2.849 -0.4 -0.5 0.0 -0.242
C 1.411 0.302 -4.122 1.5 2.1 -1.0 -0.128
F 2.030 -0.930 -4.173 -1.0 -0.1 0.3 -0.274
F 0.192 0.322 -4.680 0.0 -0.9 0.0 -0.209
C -0.281 -1.011 -2.265 -0.6 -0.7 0.6 -1.025
C -1.287 -1.703 -1.624 0.1 0.2 -0.7 1.914
C -1.739 -3.145 -1.971 1.1 0.3 2.0 -0.635
C -1.320 -4.065 -0.747 0.4 0.0 -0.2 0.082
F -2.418 -4.653 -0.127 0.5 0.1 -0.6 -0.321
C -1.929 -1.011 -0.529 1.0 -0.7 -1.4 0.691
N -2.894 -1.581 0.190 0.2 2.0 0.9 -0.553
S -3.251 -0.409 1.290 0.1 -0.2 -0.4 0.192
N -2.228 0.760 0.863 0.0 -0.2 -0.1 -0.467
C -1.501 0.326 -0.179 -1.0 -1.1 0.3 0.470
H -1.456 3.319 -2.532 0.3 -0.7 0.4 -0.089
H 1.053 2.504 -0.344 -0.4 0.4 -0.5 0.578
H -0.444 2.554 0.602 0.0 0.2 -0.5 0.388
H 2.059 0.982 -4.706 -0.2 -0.3 0.2 0.336
H 0.231 -1.495 -3.108 -0.3 0.6 0.3 -1.007
H -2.829 -3.244 -2.063 0.4 0.2 -0.4 0.424
H -1.197 -3.566 -2.845 -0.9 0.3 -0.1 0.017
H -0.768 -3.485 0.010 -0.4 -0.2 -0.2 0.331
H -0.637 -4.878 -1.089 -0.6 0.4 0.3 0.041
Li -3.183 4.227 -1.680 -0.4 0.7 0.3 0.875
C -1.560 -8.298 0.434 -0.5 -0.1 1.0 -0.058
Cl -2.072 -9.881 -0.149 0.0 0.2 -0.3 -0.052
Cl -0.792 -8.425 2.065 -0.5 0.0 -1.7 0.032
Cl -0.431 -7.565 -0.777 0.4 0.1 -0.3 -0.094
H -2.439 -7.656 0.505 0.1 0.1 -0.2 0.249
Cl 0.186 -9.121 4.123 0.9 -0.5 0.9 -0.714
Li 0.545 -3.360 -3.476 0.4 0.2 -0.3 1.038
C 2.148 -5.812 5.445 0.3 -0.4 -0.1 0.300
Cl 1.485 -5.777 3.804 0.0 0.1 0.1 -0.021
Cl 0.834 -5.568 6.625 0.1 0.2 0.0 -0.157
Cl 2.926 -7.358 5.741 -0.1 0.2 0.0 -0.004
Cl 3.336 -4.510 5.639 -0.1 0.0 0.1 -0.109
C 4.758 -2.136 3.567 2.0 0.1 -1.4 -0.461
O 3.669 -2.321 2.897 0.0 0.1 0.5 -0.130
H 5.431 -1.319 3.227 -0.7 0.7 0.1 0.303
H 4.621 -1.858 4.657 -0.4 -0.1 0.2 0.351
H 5.442 -3.008 3.669 -0.7 -0.7 0.5 0.336
N -1.154 3.281 -6.910 -0.5 -0.4 0.5 -0.213
S -1.486 3.721 -8.402 1.1 1.6 -2.8 1.058
O -2.491 4.719 -8.545 -0.4 -0.3 0.7 -0.494
O -1.445 2.687 -9.382 -0.2 -0.6 0.7 -0.492
F -0.169 4.524 -8.699 0.1 -0.3 0.7 -0.218
S -2.333 2.487 -6.233 -1.6 -0.3 0.7 1.061
O -2.177 2.380 -4.802 0.9 0.3 0.4 -0.553
O -2.799 1.316 -6.893 0.6 -0.1 -0.2 -0.554
F -3.560 3.474 -6.343 0.2 0.1 0.1 -0.260
K -1.189 -7.891 6.055 -0.5 0.1 0.6 0.921
Al -2.534 -7.549 -2.291 -0.2 -0.4 0.0 0.720
C 1.436 5.986 4.590 0.1 0.2 -0.1 -1.392
C 1.666 4.483 4.455 -0.2 0.5 0.6 0.211
C 1.259 3.909 3.077 -0.1 -0.5 -0.2 -0.558
O -0.136 3.776 2.870 0.3 0.1 -0.2 -0.373
C -0.809 4.987 2.539 -0.3 0.0 0.1 -0.785
N 0.978 3.798 5.544 0.0 -0.5 -1.0 -0.597
H 0.392 6.236 4.777 0.0 -0.1 0.0 0.299
H 2.005 6.377 5.433 0.0 -0.1 0.0 0.355
H 1.764 6.518 3.695 0.0 0.0 0.0 0.357
H 2.740 4.309 4.570 0.0 -0.1 -0.1 0.448
H 1.661 2.893 3.006 -0.1 0.0 0.1 0.300
H 1.714 4.484 2.260 0.0 0.2 0.2 0.446
H -0.193 5.638 1.914 0.0 0.0 0.1 0.381
H -1.121 5.507 3.445 0.1 0.2 -0.1 0.305
H -1.712 4.729 1.987 0.1 -0.1 0.0 0.232
H 1.223 2.811 5.532 0.2 0.1 0.4 0.274
H -0.020 3.804 5.339 0.0 0.3 0.3 0.331
```
Forces are in eV/Å.

Output
Largest force on an atom, eV/Å: 4.2
Relative energy (zero: lowest compared OMol25 entry of this formula, charge and spin), eV: 0.0000
HOMO energy, eV: -13.99
Charge: +3
E_tot, eV: -227234.617


# 4
Here is 5 unconnected molecules or ions with the total composition C18H24BBrF12O14S from the OMol25 dataset. Energies are from ωB97M-V with the def2-TZVPD basis set.

Geometry as XYZ:
```
71
Properties=species:S:1:pos:R:3:forces:R:3:mulliken_charge:R:1
O -2.623 -3.141 -2.298 0.3 -0.1 0.1 -0.416
C -3.539 -3.339 -3.016 -0.2 0.1 0.1 0.365
Br -3.631 -4.899 -4.141 0.0 -0.1 -0.1 -0.152
C -4.690 -2.352 -3.094 0.0 0.3 0.0 -0.313
O -5.707 -2.626 -4.033 0.2 -0.2 -0.1 -0.269
S -6.913 -3.615 -3.590 0.0 0.1 0.1 0.525
O -6.528 -4.223 -2.335 0.0 0.1 0.0 -0.483
O -7.958 -2.438 -3.221 -0.1 -0.4 -0.1 -0.271
B -9.334 -2.618 -3.553 0.0 0.2 0.1 0.615
O -10.165 -3.094 -2.600 -0.1 -0.1 -0.1 -0.465
O -9.818 -2.236 -4.771 -0.1 -0.2 0.1 -0.487
H -5.079 -2.235 -2.083 0.0 -0.1 0.0 0.307
H -4.240 -1.403 -3.387 -0.1 0.0 0.0 0.407
H -9.713 -3.404 -1.809 0.0 0.2 0.1 0.310
H -9.646 -2.834 -5.503 0.1 0.2 -0.1 0.304
C -3.297 -2.260 1.313 0.1 0.1 0.0 -0.822
C -4.122 -1.014 1.541 -0.1 -0.1 0.0 -0.254
O -3.295 0.179 1.524 0.0 0.1 0.0 -0.353
C -2.946 0.621 0.333 0.2 0.0 0.0 0.394
O -3.231 0.156 -0.732 -0.1 0.0 -0.1 -0.494
C -2.064 1.886 0.473 -0.1 -0.1 0.0 0.889
F -1.100 1.693 1.379 0.0 0.1 0.0 -0.197
F -2.808 2.929 0.857 0.0 0.0 0.0 -0.283
F -1.492 2.178 -0.689 -0.1 0.2 0.1 -0.266
H -2.500 -2.331 2.053 0.0 0.0 0.0 0.329
H -3.936 -3.139 1.407 0.0 0.0 0.0 0.388
H -2.851 -2.264 0.319 0.0 0.0 0.0 0.035
H -4.577 -1.006 2.528 0.0 0.0 0.0 0.319
H -4.906 -0.902 0.793 0.0 0.0 0.0 0.323
C 0.169 0.292 -2.272 0.1 0.0 -0.1 -1.016
C 0.179 -1.218 -2.236 -0.2 0.1 0.0 -0.047
O 1.532 -1.733 -2.159 0.1 0.0 0.1 -0.365
C 2.087 -1.705 -0.962 0.1 0.0 0.0 0.353
O 1.605 -1.322 0.063 0.0 0.0 0.0 -0.503
C 3.516 -2.300 -1.036 -0.1 0.0 0.0 0.882
F 4.204 -1.796 -2.065 0.0 0.0 0.0 -0.259
F 3.445 -3.629 -1.192 0.0 0.0 0.0 -0.265
F 4.184 -2.043 0.083 0.0 0.0 0.0 -0.229
H 0.768 0.659 -3.105 0.0 0.0 0.0 0.378
H -0.856 0.644 -2.395 0.0 -0.1 0.0 0.359
H 0.566 0.711 -1.348 0.0 0.0 0.0 0.174
H -0.224 -1.644 -3.151 0.1 0.0 0.0 0.328
H -0.393 -1.610 -1.396 0.0 0.0 0.0 0.223
C 2.016 1.692 2.356 0.2 0.0 0.0 -1.001
C 1.172 1.282 3.541 -0.1 0.1 -0.2 -0.203
O 1.949 0.495 4.480 0.0 0.0 0.1 -0.350
C 2.740 1.171 5.291 0.0 -0.1 0.1 0.342
O 2.881 2.356 5.367 0.0 0.0 0.0 -0.523
C 3.485 0.186 6.228 -0.1 0.1 -0.1 0.892
F 4.003 -0.842 5.549 0.0 0.0 0.0 -0.239
F 2.631 -0.304 7.139 0.0 0.0 0.0 -0.254
F 4.470 0.806 6.868 0.0 0.0 0.0 -0.243
H 2.450 0.814 1.877 -0.1 0.0 0.0 0.276
H 1.402 2.215 1.625 0.0 0.0 0.0 0.358
H 2.827 2.355 2.656 0.0 0.0 0.0 0.407
H 0.363 0.622 3.242 0.0 -0.1 0.0 0.208
H 0.749 2.140 4.061 0.1 0.0 0.1 0.338
C 7.759 2.104 0.506 -0.1 0.0 -0.1 -1.063
C 7.456 3.540 0.867 0.1 0.0 0.1 -0.214
O 6.673 4.189 -0.166 0.0 0.0 0.0 -0.342
C 5.378 3.928 -0.158 0.0 0.0 -0.1 0.342
O 4.777 3.230 0.604 0.0 0.0 0.0 -0.494
C 4.679 4.710 -1.298 0.0 0.0 0.1 0.910
F 5.340 4.589 -2.452 0.0 0.0 0.0 -0.254
F 4.622 6.012 -0.983 0.0 0.0 0.0 -0.266
F 3.439 4.265 -1.472 0.0 0.0 0.0 -0.213
H 8.265 2.051 -0.458 0.0 0.0 0.0 0.310
H 8.410 1.669 1.264 0.0 0.0 0.0 0.374
H 6.847 1.511 0.455 0.0 0.0 0.0 0.272
H 8.362 4.137 0.927 0.0 0.0 0.0 0.306
H 6.920 3.616 1.811 0.0 0.0 0.0 0.323
```
Forces are in eV/Å.

Output
Largest force on an atom, eV/Å: 0.4
HOMO energy, eV: -10.88
E_tot, eV: -161888.831